Formula: C4H10NOS
Source: OMol25
Level of theory: the ωB97M-V functional and the def2-TZVPD basis

Results
SMILES ... [NH3+][C@H](C=O)CCS
Total charge ... +1
E_LUMO ... -3.750 eV

Element x y z (Å)
O1 1.0128 -2.1867 -1.2915
C1 0.5647 -1.0265 -1.2652
C2 -0.2788 -0.5808 -0.1792
C3 0.5730 0.3582 0.7808
C4 0.7314 1.8532 0.0323
S1 -0.9470 2.5207 0.2913
N1 -0.9714 -1.7755 0.5685
H1 1.0975 -0.2620 -1.9105
H2 -1.2327 0.0406 -0.4075
H3 -0.1225 0.4484 1.5329
H4 1.6023 -0.0051 1.0811
H5 0.9175 1.9910 -0.9977
H6 1.6162 2.2458 0.5526
H7 -1.1716 2.3763 -1.0026
H8 -0.4908 -2.6762 0.3980
H9 -1.8769 -1.8256 0.1879
H10 -1.0237 -1.4957 1.6287

Forces on the atoms, in the same order (eV/Å):
-1.684 2.287 0.006
3.514 -2.848 -1.232
-2.286 1.561 1.638
2.023 -0.065 -4.139
-0.635 -2.179 3.244
0.535 0.890 0.093
2.406 1.491 2.049
-1.075 -0.454 0.438
1.919 -0.600 -0.196
-0.812 0.901 2.400
-1.425 -0.070 -0.327
0.394 -0.845 -1.158
-0.848 0.715 0.120
-0.585 0.274 -0.401
0.168 0.397 0.224
-1.659 -0.348 -0.327
0.051 -1.109 -2.430

=====

Formula: C4H10NOS2
Source: OMol25
Level of theory: the ωB97M-V functional and the def2-TZVPD basis

Results
Total charge ... -1
E_LUMO ... 3.248 eV

Element x y z (Å)
C1 1.9245 -1.9447 -1.1621
C2 1.1136 -0.6508 -1.0541
C3 1.3502 0.3430 -1.8325
C4 -0.4360 1.1571 1.2263
N1 -1.6698 1.0786 0.8410
O1 -1.8959 1.4795 -0.5210
S1 0.6300 1.8808 -1.9667
S2 -3.4748 -0.1434 3.2103
H1 1.6936 -2.6330 -0.3503
H2 2.9144 -1.6243 -1.2485
H3 1.5726 -2.5496 -2.0611
H4 -0.3680 0.7690 2.2752
H5 0.2018 -0.7097 -0.4633
H6 2.3276 0.2374 -2.3473
H7 0.3038 1.4147 0.5435
H8 -2.6198 -0.1548 2.1004
H9 -2.4515 0.3174 3.8612
H10 -1.1162 1.7328 -1.0511

Forces on the atoms, in the same order (eV/Å):
-2.930 -0.380 -0.842
-1.485 -3.696 1.678
2.332 2.122 -1.381
-3.532 -1.389 1.566
1.771 1.031 -2.148
-2.427 -0.884 2.441
-0.113 1.174 -0.688
0.032 -0.635 -1.303
0.564 0.203 0.425
1.876 -0.314 -0.097
0.711 0.794 0.668
0.644 0.580 -0.993
0.032 0.076 -0.006
-0.478 0.165 -0.249
1.716 0.651 -0.688
-1.116 0.128 0.517
0.780 0.506 0.998
1.624 -0.133 0.100

=====

Formula: C4H10NS
Source: OMol25
Level of theory: the ωB97M-V functional and the def2-TZVPD basis

Results
SMILES ... CC[N@H+]1C[C@@H]1S
Total charge ... +1
E_LUMO ... -3.224 eV

Element x y z (Å)
C1 -0.7454 1.3774 0.1545
C2 -1.5557 0.3757 -0.4513
C3 2.1330 -0.5452 0.4788
C4 0.9461 -0.4096 -0.3853
N1 -0.2954 -0.0448 0.2369
S1 -3.1117 -0.1274 0.2450
H1 -0.1899 2.1825 -0.4419
H2 -1.1151 1.8021 1.0765
H3 -1.4669 0.1389 -1.5781
H4 2.7063 0.4339 0.6775
H5 1.9381 -0.9770 1.5383
H6 2.7341 -1.2735 -0.0026
H7 0.6338 -1.4316 -0.8181
H8 1.1067 0.3442 -1.2143
H9 -0.4848 -0.5402 1.1169
H10 -3.2334 -1.3054 -0.6328

Forces on the atoms, in the same order (eV/Å):
0.516 2.592 0.490
-0.853 -2.102 -3.530
0.782 1.219 3.311
-1.015 -1.591 -3.206
-0.495 1.548 1.967
0.119 -1.898 -1.501
-0.372 -1.866 0.743
0.032 -0.108 0.254
-0.098 0.809 1.875
-0.860 -1.522 -0.569
-0.053 0.595 -1.757
1.069 -0.383 -0.349
1.120 1.384 0.133
-0.085 -1.140 0.700
0.072 0.474 -0.132
0.121 1.990 1.569

=====

Formula: C4H10NS
Source: OMol25
Level of theory: the ωB97M-V functional and the def2-TZVPD basis

Results
Total charge ... +1
E_LUMO ... -4.671 eV

Element x y z (Å)
C1 -0.0408 -1.1533 1.0902
C2 0.9363 -1.7202 0.1378
C3 -1.2406 -0.4471 -1.3929
C4 0.3245 2.2330 0.4493
N1 0.3726 -0.4270 -0.1896
S1 1.3871 1.0002 -0.3576
H1 -1.0932 -1.3388 1.0966
H2 0.5169 -0.6624 1.8642
H3 1.9931 -1.9758 0.1069
H4 0.5597 -2.5400 -0.6168
H5 -0.8488 -0.4252 -2.3800
H6 -1.7750 -1.1387 -0.8172
H7 -1.4056 0.5381 -1.0654
H8 -0.1527 2.0947 1.4174
H9 -0.4570 2.7914 -0.0573
H10 0.9233 3.1713 0.7145

Forces on the atoms, in the same order (eV/Å):
2.561 1.606 -0.804
-1.592 -3.568 -3.623
3.830 1.517 2.521
0.451 2.816 0.938
-2.427 0.115 -2.157
-1.238 0.158 1.108
-0.152 -0.513 0.491
-0.698 0.042 1.028
0.157 1.062 1.275
0.176 1.602 1.564
0.122 -0.984 -0.703
-0.802 -1.426 -0.243
-0.855 1.234 0.166
0.444 -1.293 0.240
-0.216 -0.829 -1.317
0.239 -1.537 -0.484

=====

Formula: C4H10NS
Source: OMol25
Level of theory: the ωB97M-V functional and the def2-TZVPD basis

Results
SMILES ... C=C(C)SC[NH3+]
Total charge ... +1
E_LUMO ... -3.724 eV

Element x y z (Å)
C1 -1.0081 -1.2899 0.1545
C2 1.4814 0.1901 0.9030
C3 -1.1305 0.0088 0.0725
C4 -2.3165 0.5935 -0.6095
N1 2.1142 0.1388 -0.4075
S1 0.0134 1.2913 0.6105
H1 -0.1969 -1.8909 0.5063
H2 -1.9006 -1.7595 -0.0784
H3 2.0718 0.8175 1.5225
H4 1.3531 -0.7933 1.2463
H5 -3.0383 -0.1814 -0.4940
H6 -2.2221 0.9724 -1.6616
H7 -2.6121 1.5510 -0.0672
H8 2.3207 -0.7775 -0.6387
H9 3.0094 0.5634 -0.4462
H10 1.3480 0.6459 -0.9654

Forces on the atoms, in the same order (eV/Å):
1.027 0.076 0.648
-1.068 2.769 0.319
0.808 1.769 -0.890
-0.246 2.522 0.585
-1.348 1.551 -0.844
0.179 -1.807 0.467
0.277 -0.082 0.355
-1.262 -1.505 -0.727
0.740 -0.036 0.962
-0.580 -0.923 0.871
-1.191 0.005 -0.389
0.368 -0.917 0.787
-0.126 -1.291 -0.397
-0.109 -2.599 -1.318
0.950 1.308 -0.116
1.580 -0.839 -0.314

=====

Formula: C4H10NS
Source: OMol25
Level of theory: the ωB97M-V functional and the def2-TZVPD basis

Results
Total charge ... +1
E_LUMO (spin up / spin down) ... -4.542 / -4.317 eV

Element x y z (Å)
C1 0.5308 -0.7601 -0.3513
C2 1.4752 -0.3460 0.8120
C3 -0.0611 0.6064 -0.1976
C4 -1.7593 0.7118 -2.2374
N1 0.7867 0.8863 0.8483
S1 -1.2650 1.5542 -0.9248
H1 1.0467 -0.9951 -1.3089
H2 0.0057 -1.6333 -0.0337
H3 1.2599 -0.9346 1.7924
H4 2.5475 -0.3241 0.6364
H5 -1.2197 -1.4575 1.5518
H6 -1.1439 0.0644 -2.7001
H7 -2.6420 1.0428 -2.7497
H8 -1.1354 -1.1095 2.3170
H9 0.1985 0.9831 1.6970
H10 1.3754 1.7112 0.8487

Forces on the atoms, in the same order (eV/Å):
1.517 -0.749 -1.223
0.352 -4.144 1.281
-2.673 -0.678 -3.842
-1.335 2.577 1.476
-0.360 4.929 4.465
0.866 -1.457 0.508
-0.310 0.188 0.547
-1.037 -0.491 -0.262
0.583 0.968 -1.814
-0.153 0.404 -0.088
0.193 1.168 2.549
1.866 -2.462 -1.220
-0.213 0.272 0.114
-0.314 -1.132 -2.386
0.705 0.061 0.194
0.312 0.544 -0.299

=====

Formula: C4H10NS2
Source: OMol25
Level of theory: the ωB97M-V functional and the def2-TZVPD basis

Results
Total charge ... +1
E_LUMO ... -3.883 eV

Element x y z (Å)
C1 -1.0194 -2.2526 2.0803
C2 -0.2754 0.2917 0.1804
C3 0.3175 2.0787 -1.2795
C4 1.4105 -0.1557 -1.4604
N1 0.4657 0.7193 -0.8088
S1 -0.0287 -1.4247 0.6679
S2 -1.4112 1.3554 0.9366
H1 -0.3970 -3.1224 2.2583
H2 -1.9979 -2.5245 1.7012
H3 0.3908 2.7855 -0.4506
H4 1.1012 2.3037 -1.9981
H5 -0.6521 2.2177 -1.7636
H6 1.9916 0.4067 -2.1858
H7 2.0886 -0.5981 -0.7284
H8 0.8920 -0.9681 -1.9737
H9 -1.0591 -1.6104 2.9506
H10 -1.8170 0.4979 1.8736

Forces on the atoms, in the same order (eV/Å):
0.077 1.553 -1.021
-0.464 -1.554 1.191
-0.186 0.849 -0.268
0.614 -0.681 -0.413
-0.521 -0.186 0.737
0.306 -0.001 -0.267
0.097 0.240 -0.238
0.134 -0.008 -0.057
-0.023 0.011 0.041
0.067 -0.049 -0.002
-0.048 -0.059 0.085
0.034 -0.055 -0.014
-0.086 0.023 0.078
-0.001 0.080 -0.037
-0.005 0.055 -0.007
-0.006 -0.016 0.145
0.013 -0.202 0.046

=====

Formula: C4H10O
Source: OMol25
Level of theory: the ωB97M-V functional and the def2-TZVPD basis

Results
E_LUMO ... 1.140 eV

Element x y z (Å)
C1 -1.0400 1.7719 -0.1859
C2 0.2931 1.0871 -0.4791
O1 0.9996 0.6679 0.6006
C3 0.8238 -1.1349 1.0379
C4 0.1707 -1.8695 -0.0422
H1 -1.5938 1.9092 -1.1225
H2 -0.9363 2.7459 0.3033
H3 -1.6247 1.1245 0.4791
H4 -0.0540 0.1215 -1.1516
H5 0.8979 1.5813 -1.2600
H6 0.2631 -0.9736 1.9529
H7 1.8923 -1.2575 1.1638
H8 -0.8292 -2.2654 0.1565
H9 0.7947 -2.5430 -0.6366
H10 -0.0571 -0.9654 -0.8163

Forces on the atoms, in the same order (eV/Å):
0.054 0.015 0.051
-0.851 -1.665 -1.395
-0.210 -2.021 0.304
0.150 2.264 -0.586
-0.414 1.395 -1.382
0.032 0.025 0.181
0.130 -0.153 -0.053
0.023 0.130 -0.121
0.522 2.258 0.688
0.088 0.228 0.565
0.168 -0.090 -0.100
-0.160 -0.101 0.117
0.356 -0.069 0.185
-0.088 0.023 0.395
0.199 -2.239 1.151

=====

Formula: C4H10O
Source: OMol25
Level of theory: the ωB97M-V functional and the def2-TZVPD basis

Results
SMILES ... C=C.CCO
E_LUMO ... 1.072 eV

Element x y z (Å)
C1 -0.4915 5.5633 4.1914
C2 -1.0359 4.8564 5.1802
H1 0.5542 5.8525 4.1778
H2 -0.8906 5.5055 3.1807
H3 -0.3654 4.6313 6.0054
H4 -1.7716 4.0927 4.9771
C3 0.0935 -3.3166 -3.6496
O1 -1.0955 -3.8286 -3.0847
C4 1.2809 -3.4068 -2.7210
H5 -0.0358 -2.3439 -4.1320
H6 0.1958 -3.9912 -4.5017
H7 -1.2316 -3.3822 -2.2450
H8 1.4866 -2.4933 -2.1524
H9 2.1590 -3.6332 -3.3248
H10 1.1479 -4.1059 -1.9013

Forces on the atoms, in the same order (eV/Å):
0.121 -1.235 -0.856
1.844 -0.818 -0.645
-0.221 0.725 0.626
-0.421 0.389 0.203
-0.485 0.350 0.462
-0.837 0.588 0.211
-0.276 -0.986 -0.854
-0.468 0.457 0.519
0.449 0.784 0.299
-0.064 0.319 0.473
0.558 -0.035 -0.012
-0.218 0.015 0.103
-0.081 0.308 -0.459
0.196 -0.120 0.347
-0.095 -0.741 -0.416

=====

Formula: C4H10O
Source: OMol25
Level of theory: the ωB97M-V functional and the def2-TZVPD basis

Results
SMILES ... CC[C@H](C)O
E_LUMO ... 0.964 eV

Element x y z (Å)
C1 -0.8623 1.3465 0.6349
C2 -1.0507 -0.2020 0.4067
C3 0.0961 -0.7939 -0.4137
C4 1.4860 -0.3279 0.0752
O1 -0.1281 -0.4186 -1.8041
H1 -0.7434 1.6897 -0.3922
H2 0.0832 1.4445 1.1656
H3 -1.6295 1.8695 1.1810
H4 -1.0214 -0.7423 1.3529
H5 -2.0170 -0.2734 -0.0861
H6 0.0608 -1.8863 -0.4855
H7 2.2426 -1.0641 -0.1638
H8 1.5831 0.6793 -0.3107
H9 1.4361 -0.3850 1.1676
H10 0.4647 -0.9360 -2.3278

Forces on the atoms, in the same order (eV/Å):
1.143 -1.841 -0.642
0.199 1.116 0.542
-0.090 -0.055 -1.346
-1.617 -0.946 0.512
-0.363 0.819 0.883
-0.058 0.756 0.198
-0.045 0.536 0.022
-0.449 -0.117 -0.012
-0.443 0.024 0.135
0.031 -0.769 -0.080
-0.193 -0.031 0.878
0.382 0.302 -0.681
0.761 0.045 0.156
0.182 0.546 0.012
0.559 -0.386 -0.577

=====

Ordered largest force on an atom results: 4.7; 4.3; 4.2; 5.3; 3.0; 6.7; 2.0; 2.5; 2.1; 2.3; unit eV Å⁻¹.